{
  "formula": "C4H2O2Rh",
  "method": "the ωB97M-V functional and the def2-TZVPD basis",
  "elements": ["O", "O", "H", "C", "C", "H", "C", "Rh", "C"],
  "positions_angstrom": [[2.1613, 0.3853, -0.0487], [-2.8433, 1.1395, 0.9642], [1.2493, -1.2689, 0.8103], [1.1510, -0.3845, 0.1563], [-1.3539, -0.0540, -0.6723], [-1.9662, -0.6760, -1.3646], [-2.1799, 0.5081, 0.3050], [3.8709, 0.5510, 0.1390], [-0.0892, -0.2006, -0.2894]],
  "atomic_forces_ev_per_a": [[-7.490, -1.441, -0.729], [1.390, -1.879, -1.207], [0.375, 0.079, -0.102], [1.861, -0.622, 1.269], [1.338, -2.076, 0.734], [0.737, 0.279, -0.584], [-2.569, 3.480, 2.036], [7.763, 1.137, 0.667], [-3.405, 1.043, -2.085]],
  "lumo_energy_ev": [-15.4, -18.0],
  "total_energy_ha": -413.02282,
  "homo_lumo_gap_ev": [10.24, 8.18],
  "multiplicity": 5,
  "e_homo_ha": [-0.94238, -0.96043],
  "total_charge": 3
}

{
  "formula": "C4H6IN2O2",
  "method": "the ωB97M-V functional and the def2-TZVPD basis",
  "elements": ["O", "H", "C", "H", "O", "C", "H", "H", "C", "H", "H", "C", "I", "N", "N"],
  "positions_angstrom": [[-1.6770, -1.3946, -1.1266], [-1.2950, -1.5538, -2.0040], [-0.6801, -0.9261, -0.2714], [-0.4317, -1.8046, 0.3795], [2.4560, 0.8860, -1.1884], [1.3288, 0.6812, 0.8820], [-1.4222, 1.0284, -0.1741], [-0.3294, 0.9012, 2.3745], [1.4540, 0.4562, -0.6039], [-2.0394, 0.2109, 1.0601], [0.3393, -0.4049, -2.0601], [-0.0514, 0.7938, 1.3762], [3.0457, 1.1040, 1.8965], [-1.1592, 0.3061, 0.5179], [0.4618, -0.2840, -1.0583]],
  "atomic_forces_ev_per_a": [[0.787, 1.021, 0.355], [-0.363, -0.097, 0.082], [0.782, 0.353, -1.225], [0.366, 1.452, 0.080], [-2.712, -0.975, 0.406], [-5.438, 0.976, 1.452], [0.282, -0.312, -0.106], [-0.222, 0.466, 1.429], [4.228, 1.385, 1.220], [0.652, -0.591, -0.067], [0.494, 0.096, 0.111], [5.415, -1.292, -2.338], [-0.304, -0.009, 0.170], [-0.536, 0.114, -0.249], [-3.431, -2.587, -1.320]],
  "lumo_energy_ev": -4.8,
  "total_energy_ha": -713.38247,
  "homo_lumo_gap_ev": 8.49,
  "multiplicity": 1,
  "e_homo_ha": -0.48788,
  "total_charge": 1,
  "e_above_lowest_ev": 0.5399
}

{
  "formula": "C5H9FNO2",
  "method": "the ωB97M-V functional and the def2-TZVPD basis",
  "elements": ["H", "H", "C", "O", "C", "H", "C", "F", "H", "H", "H", "N", "H", "H", "H", "O", "C", "C"],
  "positions_angstrom": [[-1.8573, -0.8695, -0.5740], [-1.0980, 1.3649, 0.9628], [-0.1962, 0.7692, 0.9284], [-1.5600, -2.0549, -2.7256], [-0.9575, -0.6607, -1.0336], [0.9405, -0.3234, 2.2240], [-0.0590, 0.0922, -0.4366], [2.0708, 1.0851, 1.3513], [-0.6287, -0.3869, 2.5702], [0.8505, 2.3766, 2.1914], [0.2650, -1.7880, -3.7502], [0.0029, -0.3654, 1.8238], [-0.1587, -1.2763, 1.3283], [0.7792, 0.3260, -1.1190], [0.9434, 2.5152, 0.3371], [0.4571, -1.2176, -2.9582], [0.9202, 1.7514, 1.2111], [-0.7139, -1.3381, -2.3315]],
  "atomic_forces_ev_per_a": [[-2.048, -0.689, 0.587], [-0.758, -0.667, 0.658], [1.190, 0.366, -2.260], [-1.953, -1.517, -1.149], [1.822, 0.563, -0.078], [0.390, -0.272, -0.159], [1.050, 1.695, -1.708], [1.698, -1.058, -0.317], [-1.353, 0.155, 1.850], [-0.630, -1.070, -1.611], [0.788, 0.607, 0.494], [-0.356, -1.748, 0.274], [0.539, 0.881, 0.343], [0.104, 0.045, 1.028], [0.207, -1.299, 1.361], [-0.313, -0.124, -0.532], [-0.900, 3.655, 0.128], [0.523, 0.479, 1.090]],
  "lumo_energy_ev": -3.9,
  "total_energy_ha": -500.72452,
  "homo_lumo_gap_ev": 10.33,
  "multiplicity": 1,
  "e_homo_ha": -0.52131,
  "total_charge": 1,
  "e_above_lowest_ev": 0.7310
}

{
  "formula": "C16H23N6OYb",
  "method": "the ωB97M-V functional and the def2-TZVPD basis",
  "elements": ["C", "N", "H", "C", "C", "N", "H", "C", "Yb", "N", "H", "H", "H", "H", "H", "N", "C", "H", "C", "C", "C", "H", "C", "C", "C", "C", "H", "H", "N", "H", "C", "N", "H", "H", "O", "H", "C", "H", "H", "H", "H", "H", "H", "H", "C", "H", "C"],
  "positions_angstrom": [[2.7062, 0.1883, -5.4099], [3.4384, -3.0221, 1.9136], [-0.8275, -2.5558, -4.2432], [2.0208, -2.1706, 3.7379], [-0.0551, -1.8556, -3.9596], [3.4357, 0.6809, -6.1460], [0.7346, -1.6000, -5.9458], [2.6250, -2.4003, 1.0835], [1.4460, -0.0082, 0.0443], [2.9971, -2.1430, -0.2613], [0.1742, -1.3623, 2.9373], [2.5036, 2.7267, -0.3724], [5.5012, -1.6342, 0.8704], [-0.5957, -1.8530, -1.8814], [-1.1108, 3.3391, 2.7296], [1.0189, -0.5985, -2.2349], [0.8097, -1.3227, -4.9023], [5.3751, -3.6066, 2.3373], [4.7395, -3.5484, 1.4566], [1.8504, -0.0801, -3.1458], [2.0624, 2.1905, 0.4713], [2.8311, 2.1991, 1.2534], [0.9090, -2.1318, 2.7086], [3.0653, -3.1917, 3.3352], [-0.2295, 2.0044, 1.5007], [1.7805, -0.4171, -4.4904], [4.6816, -1.7428, -1.4653], [2.2865, -2.5498, -0.8594], [1.4565, -1.8612, 1.3710], [2.5932, 0.6387, -2.8133], [0.0766, -1.4691, -2.6398], [-1.1180, 2.3916, 2.3846], [1.6322, -2.4244, 4.7236], [0.3088, 3.4431, 0.1231], [-0.2577, 0.7922, 1.0904], [4.6145, -4.5629, 1.0714], [4.3614, -2.4968, -0.7486], [3.9793, -3.0784, 3.9155], [2.4832, -1.1839, 3.8289], [0.3686, -3.0819, 2.6842], [-1.8525, 1.7647, 2.6777], [6.2774, -2.9848, 0.0621], [1.0052, 3.7271, 1.6862], [4.2941, -3.4510, -1.2742], [5.3173, -2.6115, 0.4164], [2.7032, -4.2124, 3.4713], [0.8124, 2.9360, 0.9554]],
  "atomic_forces_ev_per_a": [[-0.132, -0.065, -0.044], [0.070, -0.104, -0.012], [0.001, 0.004, -0.005], [0.060, 0.070, 0.172], [0.001, 0.034, 0.062], [0.030, -0.013, 0.054], [0.002, 0.010, 0.006], [-0.061, 0.197, 0.088], [-0.261, -0.581, -0.028], [0.145, 0.284, 0.005], [0.029, 0.032, 0.010], [0.038, 0.098, 0.066], [-0.011, 0.005, -0.017], [0.020, -0.016, 0.022], [-0.085, -0.020, 0.035], [-0.021, 0.143, 0.123], [-0.051, -0.089, -0.121], [0.054, 0.006, -0.034], [-0.189, 0.020, 0.122], [-0.051, -0.027, -0.142], [0.205, -0.190, -0.168], [-0.018, 0.099, 0.040], [-0.120, -0.073, -0.104], [0.084, -0.068, -0.212], [0.001, -0.510, -0.011], [0.148, 0.150, 0.066], [0.005, 0.036, 0.025], [0.045, -0.069, -0.034], [0.055, 0.106, 0.149], [-0.006, -0.007, 0.044], [-0.008, 0.030, -0.096], [0.106, 0.244, -0.099], [-0.022, -0.036, -0.029], [0.051, -0.030, -0.042], [0.010, 0.202, -0.066], [0.007, 0.006, -0.031], [-0.197, -0.121, -0.031], [-0.027, 0.008, 0.054], [-0.005, 0.004, -0.053], [0.031, -0.014, 0.017], [-0.003, 0.004, 0.032], [-0.018, -0.011, -0.013], [0.038, -0.025, -0.002], [0.078, -0.006, 0.005], [0.142, 0.021, 0.037], [-0.012, 0.004, 0.036], [-0.159, 0.256, 0.125]],
  "lumo_energy_ev": [-6.3, -6.3],
  "total_energy_ha": -2185.52483,
  "homo_lumo_gap_ev": [8.54, 8.47],
  "multiplicity": 2,
  "e_homo_ha": [-0.54390, -0.54378],
  "total_charge": 2,
  "e_above_lowest_ev": 0.0000
}

{
  "formula": "C3H7ClN2",
  "method": "the ωB97M-V functional and the def2-TZVPD basis",
  "elements": ["C", "C", "H", "H", "H", "N", "N", "H", "Cl", "H", "H", "H", "C"],
  "positions_angstrom": [[-0.7265, -0.3049, -0.1994], [0.4322, 0.6179, 0.1208], [-1.4264, -0.4306, 0.6075], [-0.3467, 1.0197, 1.9686], [1.1880, 1.6290, 1.7605], [0.2994, 1.4068, 1.2950], [-1.2650, -0.4119, -1.5406], [-0.7230, -1.0645, -2.0752], [1.6810, -1.8137, -0.8323], [-1.1296, 0.5073, -1.8927], [0.6533, -1.3699, 1.2909], [0.7984, 1.1168, -0.7684], [0.5649, -0.9019, 0.2654]],
  "atomic_forces_ev_per_a": [[0.204, -0.579, 0.164], [-0.989, -1.275, 0.589], [-0.665, 0.257, 0.075], [0.063, -0.022, -0.074], [-0.583, -0.283, -0.342], [0.667, 0.943, 0.480], [0.159, -0.080, 1.407], [0.262, -0.243, -0.371], [-0.727, 0.456, 0.258], [-0.157, 0.571, -1.049], [-0.325, 0.873, -1.338], [0.456, -0.163, 0.149], [1.636, -0.453, 0.052]],
  "lumo_energy_ev": 1.0,
  "total_energy_ha": -688.16489,
  "homo_lumo_gap_ev": 9.82,
  "multiplicity": 1,
  "e_homo_ha": -0.32350,
  "e_above_lowest_ev": 1.4125
}

{
  "formula": "C6H12O",
  "method": "the ωB97M-V functional and the def2-TZVPD basis",
  "elements": ["C", "H", "H", "H", "H", "H", "C", "H", "O", "H", "H", "H", "H", "H", "C", "C", "C", "C", "H"],
  "positions_angstrom": [[-1.0547, -1.5713, -0.9131], [-0.8554, -1.8474, -1.9549], [2.1878, 0.1488, 1.4602], [-2.0976, -1.8274, -0.6963], [-0.8541, 2.5479, 0.4923], [0.2154, 1.9154, 1.7650], [0.6437, 0.3549, -0.8873], [-0.4097, -2.1765, -0.2655], [0.8174, 1.5548, -0.1774], [3.1196, -0.9331, 0.5015], [-1.4404, 0.5100, -1.3406], [-2.0672, 0.5166, 1.0301], [-0.5642, -0.3453, 1.4508], [0.9211, 0.5147, -1.9355], [-1.0136, 0.3840, 0.7662], [-0.2302, 1.6949, 0.7887], [-0.8027, -0.0895, -0.6741], [2.1650, -0.8960, 1.0749], [1.3198, -0.4557, -0.4849]],
  "atomic_forces_ev_per_a": [[0.014, -0.043, -0.001], [-0.016, 0.037, 0.151], [-0.074, -0.187, -0.182], [0.161, 0.039, -0.028], [0.051, -0.106, 0.064], [-0.055, -0.036, -0.136], [-0.065, -0.020, -0.045], [-0.083, 0.092, -0.081], [-0.003, 0.106, -0.113], [-0.182, -0.019, 0.010], [0.121, -0.071, 0.064], [0.155, -0.010, -0.049], [-0.076, 0.106, -0.088], [0.044, -0.106, 0.178], [-0.014, -0.017, 0.059], [-0.180, 0.082, 0.189], [0.018, 0.030, -0.010], [0.117, 0.132, -0.114], [0.067, -0.009, 0.133]],
  "lumo_energy_ev": [-0.6, -0.6],
  "total_energy_ha": -310.87059,
  "homo_lumo_gap_ev": [8.50, 8.50],
  "multiplicity": 1,
  "e_homo_ha": [-0.33300, -0.33298],
  "e_above_lowest_ev": 5.1343
}

{
  "formula": "C3H4O4Rb",
  "method": "the ωB97M-V functional and the def2-TZVPD basis",
  "elements": ["C", "O", "H", "Rb", "C", "H", "C", "O", "O", "H", "O", "H"],
  "positions_angstrom": [[-1.2631, -1.6992, -3.1083], [-1.8218, -2.1377, -4.1428], [0.0863, 0.8295, 3.1870], [-0.9627, -5.1350, -3.8244], [0.6719, 2.1918, 1.6691], [0.2164, 1.6697, 0.7893], [1.0055, 1.3253, 2.8380], [-0.5960, -2.4126, -2.3223], [-1.3754, -0.4398, -2.8520], [1.4617, 1.9026, 3.6506], [0.8929, 3.3813, 1.6100], [1.6842, 0.5242, 2.5059]],
  "atomic_forces_ev_per_a": [[0.111, -0.563, -0.221], [-0.213, -0.124, -0.300], [0.247, 0.117, -0.048], [-0.085, 0.991, 0.200], [0.118, 0.605, -0.588], [0.092, 0.150, 0.345], [-0.013, -0.289, 0.283], [0.205, -0.229, 0.323], [-0.012, -0.073, 0.020], [-0.132, -0.138, -0.246], [-0.158, -0.661, 0.132], [-0.162, 0.213, 0.100]],
  "lumo_energy_ev": [-1.2, -1.1],
  "total_energy_ha": -441.71860,
  "homo_lumo_gap_ev": [7.84, 7.78],
  "multiplicity": 2,
  "e_homo_ha": [-0.33052, -0.32796],
  "e_above_lowest_ev": 0.0000
}

{
  "formula": "C6H8O2",
  "method": "the ωB97M-V functional and the def2-TZVPD basis",
  "elements": ["H", "H", "H", "H", "H", "C", "C", "C", "H", "H", "H", "C", "O", "C", "C", "O"],
  "positions_angstrom": [[2.2956, 0.0515, 0.2996], [1.2020, 1.8731, 1.9495], [-0.7219, -2.6666, -0.7464], [0.8444, 1.0600, -1.7833], [1.5285, -2.1391, -0.5615], [1.2015, -0.2337, 0.4031], [-0.4931, -1.8483, -0.2379], [0.8470, -1.4267, -0.1607], [-0.4492, 1.6113, -1.3071], [-1.9088, 1.0865, 1.0697], [-2.6045, -1.1064, -0.0246], [-1.5025, -0.9625, 0.1138], [0.4568, 1.8628, 1.2789], [0.1506, 0.6461, 0.8107], [-1.1674, 0.3192, 0.7047], [0.3209, 1.8727, -1.8085]],
  "atomic_forces_ev_per_a": [[-1.601, 0.054, 0.659], [-1.238, -0.298, -1.466], [-0.921, -3.699, -1.850], [0.024, 0.240, -0.123], [0.934, -0.105, -0.128], [0.630, 0.570, -0.718], [0.119, 4.482, 1.400], [-1.219, -0.783, 0.421], [-0.442, 0.093, 0.172], [0.720, -1.161, -0.593], [1.269, -0.458, 0.031], [-0.661, 1.812, 0.977], [1.253, 1.560, 1.878], [1.960, -1.016, 0.317], [-1.231, -1.103, -0.534], [0.404, -0.189, -0.442]],
  "lumo_energy_ev": 0.7,
  "total_energy_ha": -383.87678,
  "homo_lumo_gap_ev": 9.77,
  "multiplicity": 1,
  "e_homo_ha": -0.33232,
  "e_above_lowest_ev": 0.9070
}